12
Properties=species:S:1:pos:R:3 method="wB97M-V/def2-TZVPD" lumo_energy_ha=0.018 homo_lumo_gap_ev=8.6 largest_force_ev_per_a=3.722 energy_ev=-8231.8154 e_above_lowest_kcal_mol=112.6 e_homo_ev=-8.0754 molar_mass_g_mol=86.1
C 0.449 2.136 -3.172
C 0.346 2.116 -1.883
C -0.990 -0.217 1.504
N 1.021 -1.083 0.625
N -0.003 -0.510 0.383
O 0.480 2.139 -4.342
H -0.445 2.782 -1.322
H 0.938 1.553 -1.209
H -0.661 -0.857 2.393
H -1.065 0.796 1.768
H -2.026 -0.326 1.199
H -0.285 -0.139 -0.592

***

12
Properties=species:S:1:pos:R:3 method="wB97M-V/def2-TZVPD" lumo_energy_ha="-0.021 / -0.006" homo_lumo_gap_ev="9.4 / 8.7" largest_force_ev_per_a=4.739 energy_ev=-8230.0501 e_above_lowest_kcal_mol=153.3 e_homo_ev="-9.9825 / -8.8832" molar_mass_g_mol=86.1
C 1.502 0.715 0.783
C 0.252 0.609 1.276
C 0.914 0.331 -0.579
N -0.370 0.438 0.048
N -1.305 -1.842 -0.840
O 1.247 1.176 -1.571
H 2.472 0.980 0.996
H -0.208 0.668 2.257
H 0.985 -0.798 -0.853
H -1.162 -1.651 -1.837
H -2.100 -1.263 -0.449
H 0.362 1.745 -1.668

***

12
Properties=species:S:1:pos:R:3 method="wB97M-V/def2-TZVPD" lumo_energy_ha=0.033 homo_lumo_gap_ev=8.6 largest_force_ev_per_a=3.725 energy_ev=-8233.9475 e_above_lowest_kcal_mol=63.4 e_homo_ev=-7.6531 molar_mass_g_mol=86.1
C 0.457 0.517 0.727
C 0.805 -0.682 0.121
N 1.793 -0.608 -0.789
O 0.258 -1.960 0.490
H 0.843 1.414 0.204
H -0.373 0.495 1.323
H 2.169 0.292 -0.900
H 2.247 -1.391 -1.212
H -0.608 -1.734 0.917
C -3.637 0.463 -0.632
N -3.446 -0.011 0.382
H -3.683 0.878 -1.649

***

12
Properties=species:S:1:pos:R:3 method="wB97M-V/def2-TZVPD" lumo_energy_ha=0.036 homo_lumo_gap_ev=9.9 largest_force_ev_per_a=0.335 energy_ev=-8235.9258 e_above_lowest_kcal_mol=17.8 e_homo_ev=-8.8803 molar_mass_g_mol=86.1
N 2.087 0.432 -0.700
C 0.806 0.117 -0.335
N -0.039 -0.500 -1.061
C -1.233 -0.630 -0.234
C -0.998 0.360 0.919
O 0.431 0.550 0.897
H 2.398 -0.104 -1.496
H 2.763 0.515 0.045
H -2.141 -0.404 -0.801
H -1.315 -1.664 0.127
H -1.473 1.330 0.733
H -1.288 -0.001 1.907